Molecular formula: C3H5FS
Method: DFT, ωB97M-V/def2-TZVPD

Last columns: bonded neighbours and bond lengths (Å).
Element x y z (Å)
1 C -0.6832 1.3754 -0.5756  C2 1.365, H6 1.138, H7 1.075
2 C -0.7745 0.0236 -0.4062  C1 1.365, F3 1.326, C4 1.513
3 F -1.4279 -0.9471 -1.0300  C2 1.326
4 C 0.0840 -0.6565 0.6383  C2 1.513, S5 1.836, H8 1.126, H9 1.060
5 S 1.6106 -1.4779 0.0352  C4 1.836, H10 1.309
6 H -1.0746 2.1339 -1.3285  C1 1.138
7 H -0.0110 1.7208 0.1887  C1 1.075
8 H -0.5254 -1.5371 0.9876  C4 1.126
9 H 0.3095 -0.1216 1.5248  C4 1.060
10 H 2.4926 -0.5135 -0.0342  S5 1.309

Calculated values
ΔE to the lowest compared entry with this formula, charge and spin: 19.2 kcal per mole
E: -16743.341 eV
SMILES: C=C(F)CS